1.
{
  "formula": "C8H15F2N2Si",
  "method": "the ωB97M-V functional and the def2-TZVPD basis",
  "elements": ["C", "C", "C", "C", "C", "C", "C", "C", "N", "N", "F", "F", "Si", "H", "H", "H", "H", "H", "H", "H", "H", "H", "H", "H", "H", "H", "H", "H"],
  "xyz": [[-0.1994, 1.9234, 0.0225], [-1.5479, 2.2343, 0.1113], [-2.0953, 0.0020, -0.1441], [-3.8482, 1.5561, -0.0750], [1.3681, -1.2528, 1.8109], [3.0906, 0.1198, -0.5319], [0.7079, -1.8221, -1.1591], [-2.7582, -1.3284, 0.0000], [0.2194, 0.7013, -0.0011], [-2.4743, 1.2203, 0.0334], [-3.4772, -1.6456, -1.1021], [-3.5775, -1.2504, 1.0395], [1.4245, -0.5621, 0.0136], [0.3643, 2.8347, -0.2781], [-1.8441, 3.1876, 0.1980], [-4.5237, 1.1477, -0.9674], [-4.2123, 1.1891, 0.8526], [-3.9309, 2.6606, -0.0410], [0.6068, -0.8558, 2.4332], [1.3724, -2.2495, 1.7802], [2.1410, -0.9466, 2.4687], [3.4569, 0.9363, 0.2060], [3.8493, -0.6128, -0.7808], [3.0683, 0.7089, -1.5802], [1.1917, -2.7141, -0.8788], [-0.3368, -1.7098, -1.0083], [0.9043, -1.5107, -2.1674], [-2.0430, -2.2750, 0.0192]],
  "atomic_forces_ev_per_a": [[-0.5, -0.1, -0.6], [1.2, -2.5, 0.0], [2.9, 0.8, -0.5], [-3.5, 1.1, -0.8], [0.4, 4.0, -1.2], [0.0, 3.2, -1.4], [0.7, 2.1, 0.4], [1.6, -2.6, -0.6], [-3.1, 0.6, 0.0], [2.7, -1.0, -1.5], [-0.5, 0.8, -0.4], [-0.6, -0.3, 0.9], [1.0, -0.9, 0.7], [0.4, -0.8, 0.5], [-1.4, 3.1, 0.1], [2.2, 0.6, 1.8], [-1.2, -0.3, 0.7], [0.0, -0.7, -0.2], [-1.7, 0.1, 0.0], [-0.2, -4.1, 0.0], [1.7, 0.2, 0.1], [-0.3, -1.6, -1.1], [0.2, -0.3, 0.7], [-0.5, -1.2, 2.2], [0.0, -1.5, -0.1], [-0.9, -0.8, 0.1], [0.3, -0.2, -0.6], [-0.9, 2.4, 0.9]],
  "mulliken_charge": [0.434, -0.610, 0.270, -0.951, -1.292, -0.967, -0.679, 0.329, -0.166, -0.024, -0.229, -0.243, 0.136, 0.370, 0.477, 0.298, 0.444, 0.310, 0.373, 0.469, 0.411, 0.280, 0.381, 0.278, 0.362, -0.039, 0.284, 0.296],
  "spin_multiplicity": 1,
  "e_above_lowest_kcal_mol": 128.70,
  "total_energy_ha": -912.13833,
  "homo_lumo_gap_ev": [7.02, 6.56],
  "homo_ev": [-12.9, -12.9],
  "total_charge": 1
}

=====

2.
{
  "formula": "C45H57BN9O5RhS",
  "method": "the ωB97M-V functional and the def2-TZVPD basis",
  "elements": ["Rh", "C", "C", "C", "C", "N", "N", "B", "N", "N", "C", "C", "C", "C", "C", "C", "C", "C", "N", "N", "C", "C", "C", "C", "C", "C", "C", "C", "C", "C", "C", "C", "H", "H", "H", "H", "H", "H", "H", "H", "H", "H", "H", "H", "H", "H", "H", "H", "H", "H", "H", "H", "H", "H", "H", "H", "H", "H", "H", "H", "H", "H", "H", "H", "H", "H", "H", "H", "H", "H", "H", "H", "N", "C", "C", "C", "C", "C", "C", "C", "C", "C", "H", "H", "H", "H", "O", "S", "O", "N", "C", "O", "C", "C", "C", "C", "C", "C", "H", "H", "H", "H", "O", "C", "O", "C", "N", "C", "C", "C", "H", "H", "H", "H", "H", "H", "H", "H", "H"],
  "xyz": [[0.4026, 0.7012, 0.2006], [1.5001, -3.8121, 3.1282], [1.5090, -3.0402, 1.8494], [1.7954, -3.4705, 0.5721], [1.6911, -2.3313, -0.2457], [1.3440, -1.2897, 0.5030], [1.2415, -1.7214, 1.7890], [1.1235, -0.7110, 2.9601], [-0.2815, -0.0780, 3.0416], [-0.6616, 0.8403, 2.1128], [-1.7617, 1.4368, 2.5560], [-2.1074, 0.8868, 3.8032], [-1.1421, -0.0596, 4.0770], [-0.9871, -0.9360, 5.2775], [-2.4724, 2.5072, 1.7803], [-3.1565, 3.4703, 2.7551], [-1.4724, 3.3026, 0.9456], [-3.5336, 1.8453, 0.8865], [2.1491, 0.4206, 2.7378], [2.1173, 1.1818, 1.6125], [3.1208, 2.0496, 1.6853], [3.8046, 1.8633, 2.8958], [3.1649, 0.8151, 3.5283], [3.4690, 0.1854, 4.8478], [3.3958, 3.0435, 0.5802], [2.1365, 3.8709, 0.2970], [3.8127, 2.2836, -0.6824], [4.5297, 3.9779, 0.9955], [1.9582, -2.2674, -1.7263], [3.3811, -2.7867, -1.9761], [0.9521, -3.1654, -2.4547], [1.8647, -0.8367, -2.2502], [1.6023, -4.8740, 2.9106], [0.5766, -3.6565, 3.6904], [2.3243, -3.5176, 3.7799], [2.0617, -4.4726, 0.2743], [1.3493, -1.2833, 3.9882], [-2.9362, 1.1636, 4.4348], [-1.8641, -0.8344, 5.9143], [-0.1067, -0.6667, 5.8631], [-0.8833, -1.9872, 4.9995], [-2.4483, 3.8672, 3.4865], [-3.9724, 2.9806, 3.2925], [-3.5805, 4.3067, 2.1962], [-0.7552, 3.8263, 1.5829], [-1.9883, 4.0193, 0.3087], [-0.8941, 2.6635, 0.2635], [-4.2836, 1.3419, 1.5060], [-3.0867, 1.1055, 0.2190], [-4.0265, 2.5930, 0.2651], [4.6568, 2.4102, 3.2638], [4.3178, 0.6953, 5.2996], [3.7207, -0.8709, 4.7421], [2.6224, 0.2578, 5.5320], [1.2975, 3.2422, -0.0124], [2.3147, 4.5792, -0.5154], [1.8271, 4.4241, 1.1871], [3.0287, 1.5936, -0.9986], [4.7209, 1.7014, -0.5042], [3.9950, 2.9797, -1.5033], [4.2681, 4.5469, 1.8909], [4.7288, 4.6883, 0.1906], [5.4509, 3.4244, 1.1938], [3.4700, -3.8421, -1.7090], [4.1143, -2.2229, -1.3945], [3.6290, -2.6867, -3.0357], [1.0020, -4.1899, -2.0767], [1.1747, -3.1834, -3.5253], [-0.0661, -2.8033, -2.3154], [2.6737, -0.2162, -1.8597], [0.9008, -0.3839, -2.0021], [1.9145, -0.8297, -3.3409], [-2.0199, -5.5106, -8.2811], [-1.9492, -4.6895, -7.4803], [-1.8561, -3.6565, -6.4710], [-2.4982, -3.8218, -5.2484], [-2.4021, -2.8384, -4.2803], [-1.6583, -1.6837, -4.5182], [-1.0236, -1.5218, -5.7512], [-1.1224, -2.5009, -6.7237], [-1.5093, -0.6871, -3.4893], [-1.3404, 0.1334, -2.6399], [-3.0708, -4.7212, -5.0641], [-2.8908, -2.9607, -3.3220], [-0.4575, -0.6179, -5.9366], [-0.6341, -2.3766, -7.6812], [-3.1429, 4.6815, -3.9477], [-2.3851, 4.4452, -2.7506], [-2.6308, 5.3434, -1.6411], [-2.5224, 2.8986, -2.2467], [-1.3022, 2.3905, -2.2109], [-1.1539, 1.0412, -1.7025], [-0.1924, 3.1028, -2.6782], [1.1648, 2.7690, -2.8725], [2.0106, 3.7237, -3.4079], [1.5504, 4.9983, -3.7698], [0.2017, 5.3244, -3.6133], [-0.6457, 4.3864, -3.0714], [1.5308, 1.7742, -2.6537], [3.0534, 3.4762, -3.5738], [2.2349, 5.7181, -4.2007], [-0.1720, 6.2946, -3.9184], [-1.9324, -3.1293, -0.7604], [-1.7538, -2.2196, 0.1875], [-1.3819, -1.0951, -0.0567], [-2.0989, -2.6803, 1.5840], [-2.2858, -4.1366, 1.6312], [-3.5290, -4.4447, 2.3809], [-3.9482, -3.1225, 3.0209], [-3.4474, -2.0868, 2.0185], [-1.3027, -2.3309, 2.2438], [-1.4795, -4.6002, 2.0229], [-2.1771, -3.9459, -0.2605], [-3.3512, -5.2360, 3.1079], [-4.2984, -4.7971, 1.6930], [-3.4465, -2.9853, 3.9829], [-5.0234, -3.0629, 3.1866], [-3.3220, -1.0901, 2.4346], [-4.1262, -2.0174, 1.1642]],
  "atomic_forces_ev_per_a": [[-0.1, -0.2, 0.4], [0.0, 0.0, 0.0], [0.0, 0.0, 0.1], [0.0, 0.0, -0.1], [0.0, 0.0, 0.1], [0.1, -0.1, -0.1], [0.0, 0.2, 0.1], [0.0, 0.0, 0.0], [0.1, 0.0, -0.1], [-0.1, -0.1, 0.1], [0.0, -0.1, 0.1], [0.0, 0.1, 0.0], [0.0, 0.0, 0.0], [0.0, 0.0, 0.0], [0.0, 0.0, -0.1], [-0.1, 0.0, 0.0], [0.0, 0.0, 0.1], [0.0, 0.0, 0.0], [0.0, -0.1, 0.0], [0.0, 0.0, -0.1], [-0.1, 0.2, 0.0], [0.1, -0.1, 0.0], [-0.1, 0.0, 0.0], [0.0, 0.0, 0.0], [-0.1, 0.0, 0.0], [0.1, 0.0, 0.1], [0.1, -0.1, 0.0], [0.0, 0.1, 0.0], [0.0, 0.0, 0.0], [0.0, 0.0, 0.0], [0.0, 0.0, 0.0], [0.0, 0.0, 0.0], [0.0, 0.0, 0.0], [0.0, 0.0, 0.0], [0.0, 0.0, 0.0], [0.0, 0.1, 0.0], [0.0, 0.0, -0.1], [0.0, 0.0, 0.0], [0.0, 0.0, 0.0], [0.0, 0.0, 0.0], [0.0, 0.0, 0.0], [0.0, 0.0, 0.0], [0.0, 0.0, 0.0], [0.0, 0.0, 0.0], [0.0, 0.0, 0.0], [0.0, 0.1, 0.0], [-0.1, 0.0, 0.0], [0.0, 0.0, 0.0], [0.0, 0.0, 0.0], [0.0, 0.0, 0.0], [0.0, 0.0, 0.0], [0.0, 0.0, 0.0], [0.0, 0.0, 0.0], [0.0, 0.0, 0.0], [0.0, 0.0, 0.0], [0.0, 0.0, 0.0], [0.0, 0.0, 0.0], [0.0, 0.0, 0.0], [0.0, 0.0, 0.0], [0.0, 0.0, 0.1], [0.0, 0.0, 0.0], [0.0, 0.0, 0.0], [0.0, 0.0, 0.0], [0.0, 0.1, 0.0], [0.0, 0.0, 0.0], [0.0, 0.0, 0.0], [0.0, 0.0, 0.0], [0.0, 0.0, 0.0], [0.0, 0.0, 0.0], [0.0, -0.1, 0.0], [0.0, -0.1, 0.0], [0.1, 0.0, 0.0], [0.0, 0.0, 0.0], [0.0, 0.2, 0.2], [0.0, -0.2, -0.2], [-0.1, 0.0, 0.1], [-0.1, -0.1, 0.1], [0.1, 0.2, 0.2], [0.0, 0.0, -0.1], [0.0, 0.1, 0.0], [-0.1, -0.4, -0.5], [-0.1, 0.4, 0.5], [0.0, 0.0, 0.0], [0.0, 0.0, 0.0], [0.0, 0.0, 0.0], [0.0, 0.0, 0.0], [0.0, 0.0, 0.0], [0.0, 0.3, 0.2], [0.0, -0.1, -0.1], [0.2, -0.2, 0.2], [-0.1, -0.3, 0.1], [0.2, 0.1, -0.3], [0.1, 0.0, 0.0], [0.0, 0.1, -0.1], [-0.1, 0.0, 0.0], [0.0, 0.0, 0.0], [-0.1, 0.0, 0.1], [0.1, 0.1, -0.1], [0.0, 0.0, 0.0], [0.0, 0.0, 0.0], [0.0, 0.0, 0.0], [0.0, 0.0, 0.0], [-0.1, 0.0, 0.1], [0.1, 0.1, -0.1], [0.0, 0.0, -0.1], [0.0, -0.1, 0.1], [-0.1, 0.0, -0.1], [0.1, 0.1, 0.0], [-0.1, 0.0, 0.0], [0.0, 0.0, 0.1], [0.0, 0.0, 0.0], [0.0, 0.0, 0.0], [0.0, 0.0, 0.0], [0.0, 0.0, 0.0], [0.0, 0.0, -0.1], [0.0, 0.0, 0.0], [0.0, 0.0, 0.0], [0.0, 0.0, 0.0], [0.0, 0.0, 0.0]],
  "mulliken_charge": [0.944, -1.417, 0.343, -1.206, -0.526, 0.857, 0.170, -0.422, 0.238, 1.218, -0.888, -1.378, 0.811, -1.539, 2.550, -2.159, -1.300, -1.555, -0.127, 1.709, -1.194, -1.178, 0.664, -1.506, 2.572, -1.492, -1.178, -2.417, 2.761, -2.138, -1.476, -0.739, 0.434, 0.179, 0.250, 0.607, -0.087, 0.446, 0.451, 0.232, 0.163, 0.418, 0.359, 0.474, 0.537, 0.544, -0.324, 0.394, -0.080, 0.488, 0.646, 0.423, 0.241, 0.241, 0.083, 0.434, 0.487, -0.216, 0.432, 0.404, 0.437, 0.453, 0.429, 0.405, 0.384, 0.468, 0.409, 0.486, -0.204, 0.509, -1.012, 0.538, -0.504, -0.042, 0.599, -0.903, -0.038, -0.062, -0.342, -0.820, -0.141, -0.088, 0.453, 0.520, 0.558, 0.469, -0.744, 1.279, -0.705, -0.475, -1.542, 1.132, 1.629, 0.058, -0.975, -0.886, -0.602, -0.802, 0.786, 0.521, 0.403, 0.448, -0.254, -1.318, 0.230, 2.159, -0.537, -0.884, -0.713, -0.280, -0.811, 0.272, 0.405, 0.378, 0.300, 0.218, 0.484, -0.227, 0.424],
  "spin_multiplicity": 5,
  "s_squared": 6.028,
  "e_above_lowest_kcal_mol": 22.66,
  "total_energy_ha": -3151.51573,
  "homo_lumo_gap_ev": [5.16, 6.17],
  "homo_ev": [-5.2, -8.1],
  "total_charge": 0
}

=====

3.
{
  "formula": "C5H10O2",
  "method": "the ωB97M-V functional and the def2-TZVPD basis",
  "elements": ["C", "C", "C", "C", "O", "C", "O", "H", "H", "H", "H", "H", "H", "H", "H", "H", "H"],
  "xyz": [[-0.7140, 1.4033, -1.1483], [0.2584, 0.3894, -0.0040], [1.4675, -0.0877, -0.7774], [-0.7580, -0.5889, 0.3533], [-1.8726, -0.1402, 1.0469], [0.1867, -1.6140, 1.5871], [1.3100, -2.0717, 1.5157], [-0.6733, 0.9578, -2.1433], [-0.1864, 2.3590, -1.1444], [-1.7482, 1.5638, -0.8445], [0.5139, 1.0617, 0.8163], [2.2012, -0.5457, -0.1097], [1.9600, 0.7501, -1.2786], [1.1863, -0.8237, -1.5351], [-1.0610, -1.2818, -0.4295], [-1.6073, 0.5771, 1.6455], [-0.4631, -1.9084, 2.4498]],
  "atomic_forces_ev_per_a": [[2.2, -0.7, 1.8], [-2.4, 3.3, -3.8], [0.3, -0.1, 0.3], [2.2, -3.0, 3.6], [0.0, 0.2, 0.0], [-0.5, -0.7, -1.6], [-1.6, 1.2, -0.1], [0.1, -0.1, 0.2], [-0.1, 0.0, -0.3], [0.2, -0.2, 0.2], [0.0, -0.1, 0.1], [-0.1, 0.0, -0.2], [-0.2, 0.0, 0.0], [0.0, 0.1, 0.1], [0.0, 0.1, 0.0], [-0.1, -0.3, -0.3], [0.0, 0.4, 0.0]],
  "mulliken_charge": [-1.177, 0.222, -1.385, -0.283, -0.517, 0.041, -0.459, 0.327, 0.369, 0.365, 0.326, 0.374, 0.394, 0.304, 0.413, 0.370, 0.315],
  "spin_multiplicity": 1,
  "e_above_lowest_kcal_mol": 73.27,
  "total_energy_ha": -346.90866,
  "homo_lumo_gap_ev": 9.24,
  "homo_ev": -8.5,
  "total_charge": 0
}

=====

4.
{
  "formula": "C8H8N4O4",
  "method": "the ωB97M-V functional and the def2-TZVPD basis",
  "elements": ["O", "C", "C", "C", "N", "C", "O", "N", "H", "H", "H", "H", "O", "C", "C", "C", "N", "C", "O", "N", "H", "H", "H", "H"],
  "xyz": [[1.1749, 2.7685, -3.1971], [0.6470, 1.7192, -2.7558], [-0.0376, 1.5892, -1.4414], [-0.6994, 0.4577, -1.2757], [-0.4472, -0.6417, -2.1211], [0.6066, -0.6570, -2.9878], [1.1060, -1.7477, -3.3531], [0.9158, 0.6077, -3.3022], [-0.1438, 2.3613, -0.5474], [-1.4914, -0.0665, -0.5309], [-0.9267, -1.4349, -1.8991], [1.6227, 0.8245, -4.0469], [-1.8782, -2.5006, 2.9250], [-1.3562, -1.4466, 2.6767], [-1.7935, -0.4265, 1.6996], [-0.9369, 0.5633, 1.3509], [0.2581, 0.7446, 1.9479], [0.7105, -0.0171, 2.9666], [1.7010, 0.2092, 3.6140], [-0.1770, -1.0764, 3.2621], [-2.7063, -0.6925, 1.0401], [-0.9809, 1.2069, 0.4564], [0.8846, 1.4635, 1.7131], [0.2225, -1.6299, 3.9993]],
  "atomic_forces_ev_per_a": [[-1.6, -1.7, 0.8], [0.7, 7.2, 4.0], [-1.0, 2.4, 2.0], [-2.2, -5.0, -0.6], [0.5, 3.3, 0.2], [-0.2, -4.7, 0.1], [-0.8, 3.4, 0.2], [3.8, -3.2, -5.5], [0.5, -1.0, -2.8], [2.0, 2.4, -1.9], [-0.9, -2.7, 0.3], [-0.8, -1.0, 0.6], [-0.5, -0.3, 0.1], [-0.2, 0.8, -0.9], [-1.2, -0.5, -1.6], [-0.5, 0.2, -0.3], [0.2, -0.2, 0.4], [-1.3, -1.1, 1.3], [0.2, -0.2, -0.3], [2.3, 0.9, 0.8], [1.5, 0.7, 1.4], [-1.0, -0.2, 2.0], [0.6, 1.1, -0.6], [-0.3, -0.6, 0.2]],
  "mulliken_charge": [-0.674, 0.267, -0.414, 0.535, -0.125, 0.341, -0.629, -0.013, 0.354, 0.007, 0.172, 0.279, -0.602, 0.567, -0.923, -0.449, -0.068, 0.344, -0.597, -0.101, 0.400, 0.949, 0.176, 0.200],
  "spin_multiplicity": 1,
  "e_above_lowest_kcal_mol": 88.07,
  "total_energy_ha": -829.62003,
  "homo_lumo_gap_ev": 9.69,
  "homo_ev": -10.0,
  "total_charge": 0
}

=====

5.
{
  "formula": "CHF3O2P",
  "method": "the ωB97M-V functional and the def2-TZVPD basis",
  "elements": ["C", "O", "O", "F", "F", "F", "P", "H"],
  "xyz": [[-0.8393, -0.0218, 0.1625], [0.9656, 1.5468, 0.9453], [1.2563, 0.5639, -1.4751], [-0.6204, -1.8650, -0.6858], [-1.7534, 0.4749, -0.5965], [-1.3174, -0.2539, 1.3739], [0.9281, 0.3718, -0.0342], [1.3805, -0.8167, 0.3098]],
  "atomic_forces_ev_per_a": [[-1.0, -2.6, -0.4], [0.2, -1.8, -0.7], [-0.2, 0.0, 0.5], [-0.6, 2.3, 1.4], [0.0, -0.1, 0.3], [0.2, -0.1, -1.2], [0.4, 4.2, -1.1], [1.0, -1.8, 1.3]],
  "mulliken_charge": [0.713, -0.702, -0.689, -0.641, -0.145, -0.159, 0.605, 0.018],
  "spin_multiplicity": 1,
  "e_above_lowest_kcal_mol": 78.93,
  "total_energy_ha": -830.19888,
  "homo_lumo_gap_ev": 9.83,
  "homo_ev": -5.7,
  "total_charge": -1
}

=====

6.
{
  "formula": "C3H3Cl2NS",
  "method": "the ωB97M-V functional and the def2-TZVPD basis",
  "elements": ["S", "C", "Cl", "N", "C", "C", "Cl", "H", "H", "H"],
  "xyz": [[1.2840, 1.4762, 0.4567], [1.5040, -0.3084, 0.3541], [3.0272, -0.7516, -0.1514], [0.4184, -0.8993, 0.0106], [-0.8298, -0.8085, 0.3747], [-1.6446, -0.0145, -0.3568], [-3.2746, 0.3016, -0.0515], [1.8943, 2.0420, -0.7241], [-1.2074, -1.7044, 1.0522], [-1.1715, 0.6670, -0.9646]],
  "atomic_forces_ev_per_a": [[0.7, 2.4, 0.3], [-3.9, 1.6, -3.3], [1.4, -1.1, -0.1], [6.4, -2.4, 1.4], [-5.0, -1.0, 0.3], [0.5, -1.2, 2.6], [-0.9, -0.3, 0.0], [-0.6, -1.6, 1.6], [0.6, 2.2, -1.1], [0.7, 1.4, -1.6]],
  "mulliken_charge": [-0.298, 0.439, -0.105, -0.340, -0.042, -0.238, -0.172, 0.186, 0.243, 0.327],
  "spin_multiplicity": 1,
  "e_above_lowest_kcal_mol": 53.12,
  "total_energy_ha": -1489.32923,
  "homo_lumo_gap_ev": 7.82,
  "homo_ev": -8.6,
  "total_charge": 0
}